Entry 1:
A structure of composition C31H72N2O7V in a non-equilibrium geometry. Source: the Open Molecules 2025 dataset; level of theory: wB97M-V/def2-TZVPD.

Results
HOMO level (alpha / beta) in eV: -9.80 / -9.80
Gap between HOMO and LUMO (alpha / beta) in eV: 4.29 / 5.49
F_max in Eh/bohr: 0.115

ORCA input file:
```
! wB97M-V def2-TZVPD RIJCOSX def2/J DEFGRID3
* xyz 1 3
V -1.754 4.107 1.829
C -2.194 0.711 -0.173
C -0.861 1.290 0.235
O -0.906 2.578 0.718
H -2.814 1.419 -0.726
H -2.768 0.401 0.703
H -2.098 -0.200 -0.765
H -0.042 1.192 -0.485
H -0.491 0.624 1.036
C -4.920 1.649 3.190
C -4.308 2.964 3.618
O -2.996 3.133 3.191
H -5.994 1.711 3.402
H -4.562 0.805 3.783
H -4.817 1.353 2.144
H -4.443 3.029 4.708
H -4.944 3.812 3.314
C -5.860 4.208 0.156
C -4.431 3.829 -0.144
C -4.097 3.913 -1.632
O -3.515 4.653 0.639
H -6.135 5.248 -0.010
H -6.181 3.865 1.145
H -6.510 3.552 -0.434
H -4.223 2.837 0.262
H -4.560 4.805 -2.064
H -4.317 3.062 -2.272
H -3.029 4.114 -1.778
H -3.933 5.522 0.727
C 1.766 4.562 4.505
C 1.266 3.812 3.269
C 1.888 2.404 3.212
O -0.152 3.789 3.263
H 1.331 5.564 4.587
H 2.831 4.791 4.450
H 1.578 4.080 5.468
H 1.664 4.330 2.395
H 1.180 1.733 3.711
H 2.861 2.322 3.687
H 1.970 2.024 2.192
H -0.468 3.444 4.114
C -2.957 -5.127 1.791
C -3.559 -3.719 1.768
C -3.027 -2.933 0.569
O -4.968 -3.807 1.763
H -3.439 -5.845 1.127
H -3.070 -5.525 2.802
H -1.883 -5.102 1.591
H -3.179 -3.253 2.679
H -3.264 -3.392 -0.393
H -1.959 -2.717 0.640
H -3.486 -1.938 0.546
H -5.249 -3.975 0.858
C 5.978 -4.180 1.360
C 4.891 -3.137 1.724
C 4.787 -2.220 0.495
C 3.545 -1.319 0.592
C 2.318 -2.227 0.695
C 2.314 -3.169 1.926
N 3.615 -3.806 1.942
O 3.747 -4.803 2.932
C 1.971 -2.377 3.185
C 1.196 -4.186 1.632
C 5.354 -2.336 2.921
H 6.832 -3.719 0.870
H 5.509 -4.926 0.716
H 6.318 -4.706 2.252
H 5.651 -1.552 0.502
H 4.757 -2.757 -0.453
H 3.482 -0.731 -0.327
H 3.659 -0.649 1.444
H 2.109 -2.839 -0.184
H 1.440 -1.566 0.725
H 0.888 -2.315 3.322
H 2.328 -2.863 4.094
H 2.345 -1.353 3.128
H 1.054 -4.959 2.389
H 0.215 -3.714 1.535
H 1.386 -4.634 0.654
H 5.585 -2.999 3.758
H 4.612 -1.635 3.313
H 6.236 -1.723 2.721
H 3.508 -5.625 2.488
C 1.480 -2.190 -4.320
C 0.763 -0.822 -4.159
C 1.472 -0.110 -2.996
C 1.230 1.378 -2.855
C 1.509 2.088 -4.162
C 0.774 1.454 -5.367
N 1.011 -0.001 -5.353
O 0.415 -0.585 -6.489
C -0.702 1.887 -5.262
C 1.354 2.067 -6.639
C -0.731 -0.989 -3.822
H 0.957 -2.904 -3.692
H 2.515 -1.994 -4.053
H 1.495 -2.526 -5.355
H 1.300 -0.639 -2.049
H 2.568 -0.164 -3.026
H 1.840 1.735 -2.019
H 0.209 1.617 -2.529
H 2.578 2.114 -4.406
H 1.281 3.156 -4.108
H -1.316 1.539 -6.089
H -1.140 1.563 -4.311
H -0.764 2.967 -5.101
H 1.367 3.147 -6.509
H 2.385 1.726 -6.774
H 0.803 1.726 -7.514
H -1.001 -1.946 -3.368
H -1.285 -0.902 -4.758
H -1.114 -0.268 -3.094
H 1.144 -0.801 -7.080
*
```

=====

Entry 2:
A structure of composition C31H72N4O7 in a non-equilibrium geometry. Source: the Open Molecules 2025 dataset; level of theory: wB97M-V/def2-TZVPD.

Results
HOMO level in eV: -6.56
Gap between HOMO and LUMO in eV: 7.13
F_max in Eh/bohr: 0.150

ORCA input file:
```
! wB97M-V def2-TZVPD RIJCOSX def2/J DEFGRID3
* xyz 0 1
C 3.290 -3.536 -0.852
O 2.840 -2.970 0.317
C 1.468 -2.660 0.302
C 1.036 -2.069 1.650
N 1.587 -0.765 1.951
C 1.053 -0.098 3.177
C 1.800 1.162 3.604
O 3.037 0.716 4.180
C 3.831 1.685 4.817
H 3.067 -2.913 -1.718
H 2.907 -4.549 -0.970
H 4.371 -3.573 -0.717
H 0.860 -3.501 -0.032
H 1.152 -1.871 -0.381
H 1.400 -2.828 2.342
H -0.052 -2.103 1.711
H 2.597 -0.783 1.972
H 1.050 -0.858 3.958
H -0.013 0.100 3.058
H 1.232 1.603 4.423
H 1.958 1.950 2.868
H 4.681 1.327 5.398
H 3.338 2.438 5.432
H 4.335 2.262 4.041
C -1.425 0.126 1.068
O -2.664 -0.510 1.081
C -3.732 0.408 0.989
C -4.978 -0.144 1.560
N -5.500 -1.265 0.767
C -6.510 -2.049 1.562
C -6.974 -3.277 0.794
O -5.935 -4.141 0.601
C -5.965 -5.057 -0.438
H -1.324 0.500 2.086
H -1.427 0.954 0.359
H -0.609 -0.554 0.824
H -3.774 0.713 -0.057
H -3.480 1.262 1.617
H -5.752 0.621 1.622
H -4.738 -0.446 2.579
H -4.667 -1.773 0.510
H -7.326 -1.356 1.772
H -6.100 -2.301 2.540
H -7.405 -2.943 -0.150
H -7.825 -3.665 1.354
H -6.146 -4.541 -1.381
H -6.799 -5.754 -0.358
H -5.062 -5.658 -0.540
C 2.261 3.427 -1.275
C 3.400 3.836 -0.407
C 3.613 5.466 -0.413
C 2.548 6.176 0.435
C 2.621 5.708 1.839
C 2.447 4.195 2.012
N 3.212 3.394 0.997
O 3.478 2.075 1.252
C 2.955 3.873 3.424
C 0.975 3.886 1.971
C 4.695 3.180 -0.888
H 2.176 2.346 -1.161
H 2.502 3.732 -2.294
H 1.355 4.004 -1.091
H 4.631 5.712 -0.112
H 3.565 5.870 -1.424
H 1.499 6.093 0.153
H 2.731 7.250 0.386
H 1.867 6.308 2.349
H 3.539 6.128 2.249
H 2.565 4.536 4.196
H 2.674 2.863 3.724
H 4.026 4.074 3.470
H 0.510 4.416 2.802
H 0.449 4.110 1.043
H 0.719 2.865 2.254
H 4.589 2.113 -1.084
H 5.461 3.420 -0.151
H 4.961 3.602 -1.856
H 2.646 1.677 0.986
C 1.197 -2.344 -2.291
C -0.276 -1.830 -2.161
C -0.472 -0.473 -2.942
C -0.578 -0.633 -4.428
C -1.642 -1.713 -4.825
C -1.523 -3.083 -4.060
N -1.281 -2.818 -2.606
O -1.260 -3.970 -1.822
C -2.982 -3.644 -4.053
C -0.551 -4.112 -4.686
C -0.587 -1.516 -0.674
H 1.456 -2.306 -3.350
H 1.376 -3.383 -2.013
H 1.898 -1.756 -1.698
H -1.283 0.137 -2.546
H 0.382 0.173 -2.742
H 0.337 -1.061 -4.837
H -0.631 0.298 -4.992
H -1.561 -2.015 -5.869
H -2.607 -1.264 -4.587
H -3.492 -3.526 -5.009
H -3.015 -4.721 -3.892
H -3.673 -3.161 -3.360
H 0.440 -3.970 -4.255
H -0.888 -5.144 -4.586
H -0.459 -3.899 -5.752
H -1.663 -1.373 -0.579
H -0.028 -0.647 -0.327
H -0.379 -2.394 -0.062
H -2.180 -3.977 -1.551
C 0.537 1.268 0.091
O 1.746 1.033 0.755
H 0.444 2.291 -0.273
H 0.278 0.598 -0.728
H -0.213 1.121 0.868
H 1.753 0.168 1.170
*
```

=====

Entry 3:
A structure of composition C31H73F3Li2N4O5 in a non-equilibrium geometry. Source: the Open Molecules 2025 dataset; level of theory: wB97M-V/def2-TZVPD.

Results
Energy relative to the best compared isomer or geometry (same formula, charge and spin) in kcal per mole: 0.0
HOMO level in eV: -8.43
Gap between HOMO and LUMO in eV: 8.75
F_max in Eh/bohr: 0.024

ORCA input file:
```
! wB97M-V def2-TZVPD RIJCOSX def2/J DEFGRID3
* xyz 0 1
Li 2.048 -0.802 -0.047
Li 0.279 -1.657 1.592
O 0.150 -0.492 0.102
H -0.374 0.227 -0.256
O 2.189 -1.973 1.406
H 2.977 -2.286 1.853
C -0.693 1.379 3.551
C 0.375 2.464 3.467
N 0.509 3.242 4.672
C 0.766 2.444 5.875
C 2.013 1.570 5.858
C 1.480 4.308 4.488
C 0.947 5.446 3.642
H -0.321 0.589 4.213
H -0.740 0.888 2.575
H -1.674 1.670 3.918
H 1.327 1.967 3.206
H 0.131 3.138 2.644
H 0.802 3.168 6.697
H -0.128 1.857 6.105
H 2.004 0.915 4.984
H 2.932 2.157 5.826
H 2.052 0.937 6.746
H 2.407 3.936 4.011
H 1.779 4.695 5.464
H -0.088 5.675 3.886
H 1.012 5.233 2.570
H 1.570 6.335 3.772
C 3.524 2.874 0.897
C 2.911 1.480 0.743
N 3.538 0.633 -0.288
C 4.868 0.172 0.134
C 5.317 -1.087 -0.582
C 3.564 1.178 -1.636
C 2.194 1.596 -2.119
H 3.568 3.402 -0.057
H 4.525 2.821 1.328
H 2.918 3.492 1.564
H 3.008 0.930 1.679
H 1.846 1.564 0.522
H 5.596 0.986 0.008
H 4.807 -0.060 1.199
H 4.576 -1.876 -0.454
H 5.483 -0.936 -1.649
H 6.274 -1.409 -0.166
H 3.882 0.369 -2.298
H 4.288 1.996 -1.771
H 2.268 2.015 -3.125
H 1.741 2.385 -1.512
H 1.485 0.767 -2.107
C 1.796 -1.165 -5.674
C 0.303 -1.281 -5.964
N -0.426 -0.099 -5.508
C -1.653 0.107 -6.267
C -1.401 0.532 -7.704
C -0.707 -0.208 -4.086
C -1.076 1.129 -3.443
H 1.977 -0.904 -4.632
H 2.234 -0.368 -6.280
H 2.307 -2.097 -5.918
H 0.146 -1.433 -7.027
H -0.084 -2.169 -5.431
H -2.295 -0.795 -6.236
H -2.236 0.886 -5.774
H -1.043 -0.278 -8.341
H -2.307 0.930 -8.162
H -0.638 1.312 -7.737
H 0.177 -0.586 -3.576
H -1.536 -0.924 -3.929
H -1.018 1.028 -2.357
H -2.091 1.448 -3.683
H -0.383 1.901 -3.778
C 0.929 -1.949 4.383
C 0.087 -3.036 3.732
N -0.972 -2.538 2.829
C -2.094 -1.985 3.607
C -3.079 -1.202 2.764
C -1.455 -3.659 1.991
C -0.515 -4.044 0.851
H 1.785 -2.390 4.887
H 0.361 -1.387 5.132
H 1.251 -1.202 3.654
H 0.737 -3.715 3.189
H -0.400 -3.598 4.550
H -2.587 -2.801 4.162
H -1.658 -1.335 4.367
H -3.729 -1.856 2.182
H -3.700 -0.574 3.403
H -2.556 -0.555 2.059
H -2.431 -3.431 1.569
H -1.586 -4.530 2.660
H -0.368 -3.191 0.173
H -0.995 -4.822 0.256
H 0.473 -4.360 1.171
C -2.838 -1.697 -1.284
C -2.900 -3.001 -2.053
O -4.236 -3.175 -2.566
C -4.461 -4.305 -3.211
O -3.685 -5.185 -3.411
C -5.922 -4.402 -3.697
F -5.959 -4.825 -4.952
F -6.575 -5.294 -2.937
F -6.579 -3.236 -3.621
H -3.532 -0.976 -1.710
H -1.817 -1.311 -1.311
H -3.053 -1.867 -0.228
H -2.603 -3.858 -1.446
H -2.203 -2.995 -2.897
C -2.984 1.980 0.007
C -2.183 3.255 0.143
O -2.711 4.315 0.382
C -0.691 3.139 -0.058
H -2.785 1.489 -0.944
H -4.041 2.208 0.125
H -2.696 1.296 0.812
H -0.498 3.056 -1.129
H -0.312 2.246 0.445
H -0.189 4.016 0.345
*
```

=====

Entry 4:
A structure of composition C31H73N3O7 in a non-equilibrium geometry. Source: the Open Molecules 2025 dataset; level of theory: wB97M-V/def2-TZVPD.

Results
Energy relative to the best compared isomer or geometry (same formula, charge and spin) in kcal per mole: 686.9
HOMO level in eV: -7.18
Gap between HOMO and LUMO in eV: 7.41
F_max in Eh/bohr: 0.184

ORCA input file:
```
! wB97M-V def2-TZVPD RIJCOSX def2/J DEFGRID3
* xyz 0 1
C 19.635 22.005 17.631
C 19.734 20.536 17.059
O 20.408 20.505 15.810
H 19.171 21.998 18.618
H 18.864 22.585 17.124
H 20.523 22.636 17.599
H 18.749 20.071 17.104
H 20.283 19.841 17.694
H 19.762 20.875 15.204
C 15.008 17.888 17.439
C 16.484 17.641 17.536
O 17.150 18.892 17.344
H 14.566 16.932 17.159
H 14.744 18.548 16.612
H 14.561 18.228 18.373
H 16.869 17.027 16.721
H 16.743 17.258 18.523
H 18.094 18.721 17.320
C 22.751 20.713 23.161
C 21.620 20.415 22.214
C 21.185 21.776 21.578
C 20.250 21.731 20.357
C 20.822 20.646 19.365
C 21.250 19.252 19.944
N 22.070 19.503 21.158
O 22.860 18.393 21.509
C 20.077 18.333 20.289
C 22.077 18.641 18.763
C 20.438 19.824 23.042
H 23.136 19.843 23.692
H 22.554 21.556 23.823
H 23.544 20.987 22.465
H 20.733 22.368 22.374
H 22.088 22.332 21.325
H 20.261 22.682 19.826
H 19.216 21.470 20.586
H 21.552 21.148 18.730
H 19.917 20.499 18.776
H 19.711 17.775 19.427
H 20.325 17.584 21.041
H 19.160 18.872 20.528
H 22.483 17.651 18.970
H 21.536 18.607 17.817
H 22.952 19.272 18.607
H 20.726 18.821 23.358
H 19.477 19.766 22.530
H 20.235 20.319 23.993
H 23.547 18.443 20.839
C 13.749 21.163 18.904
C 15.298 21.304 18.816
C 15.612 22.765 19.352
C 17.115 23.036 19.406
C 17.729 22.116 20.388
C 17.457 20.541 20.088
N 16.006 20.361 19.686
O 15.611 19.062 19.472
C 18.516 20.155 19.189
C 17.680 19.858 21.457
C 15.666 21.191 17.333
H 13.535 20.114 18.695
H 13.156 21.822 18.269
H 13.390 21.344 19.917
H 15.089 23.431 18.666
H 15.126 22.925 20.314
H 17.258 24.047 19.787
H 17.576 23.033 18.419
H 17.442 22.522 21.358
H 18.792 22.350 20.315
H 19.523 20.153 19.606
H 18.406 19.128 18.843
H 18.486 20.707 18.250
H 16.884 20.137 22.149
H 17.682 18.776 21.325
H 18.608 20.177 21.932
H 15.083 20.326 17.016
H 16.702 21.145 16.999
H 15.266 22.002 16.724
H 16.171 18.786 18.743
C 20.130 13.334 19.602
C 20.236 13.678 18.106
C 18.789 13.785 17.577
C 18.780 14.381 16.161
C 19.478 15.795 16.088
C 20.887 15.759 16.724
N 20.830 15.036 18.059
O 22.092 15.098 18.728
C 21.898 15.169 15.740
C 21.296 17.207 16.976
C 21.092 12.599 17.372
H 19.608 12.380 19.664
H 19.611 14.109 20.167
H 21.068 13.251 20.153
H 18.288 12.818 17.535
H 18.150 14.420 18.190
H 17.785 14.382 15.716
H 19.304 13.743 15.450
H 18.854 16.522 16.608
H 19.472 16.076 15.035
H 22.152 15.826 14.908
H 22.805 14.983 16.316
H 21.492 14.257 15.302
H 20.485 17.759 17.451
H 22.094 17.287 17.714
H 21.463 17.793 16.073
H 22.157 12.825 17.327
H 20.887 12.386 16.322
H 21.137 11.615 17.838
H 22.588 14.391 18.307
O 18.818 18.201 18.059
H 19.124 17.411 18.505
H 19.253 18.920 18.518
O 19.779 16.431 19.037
H 20.128 15.902 18.319
H 19.117 15.873 19.446
*
```